DFT (ωB97M-V with the def2-TZVPD basis set) results for a 5-piece molecular cluster, C34H83B4N5O13 overall in a non-equilibrium geometry.

Values from the calculation:
**LUMO**: 0.1 eV
**HOMO-LUMO gap**: 8.68 eV
**Structure (SMILES)**: [H]/N=C(/C)CB1OB(CCCCCOC)OB(B(C)O)O1.COCCNCCOC.COCCNCCOC.COCCNCCOC.COCCNCCOC
**HOMO level**: -8.56 eV

Each line ends with the Mulliken charge.
Atoms and positions in Å:
H -5.54828 -3.03498 -2.74800  0.286
N -5.13325 -3.21383 -1.83277  -0.730
C -3.87031 -3.24235 -1.91004  0.809
C -3.08320 -3.52942 -0.65698  -1.286
C -3.09191 -3.03506 -3.18300  -0.541
B -2.26286 -1.70021 -3.24479  0.248
O -1.76625 -1.08551 -2.10797  -0.299
B -0.63001 -0.28266 -2.22522  -0.193
C 0.33951 -0.00851 -1.03390  -0.690
C 1.79210 -0.28850 -1.45974  0.955
C 2.14796 -1.78253 -1.43176  -0.423
C 3.66827 -2.02799 -1.33103  0.419
C 4.29668 -2.80245 -2.49943  -0.438
O 4.95303 -3.98793 -2.07170  -0.408
C 4.33772 -5.17610 -2.51165  -0.705
O -0.33530 0.23282 -3.48654  -0.122
B -0.65417 -0.64703 -4.50774  1.160
B 0.54317 -1.30548 -5.57316  -0.123
C 0.34773 -2.72295 -6.22078  -1.016
O 1.71027 -0.59478 -5.80071  -0.576
O -1.95948 -1.14187 -4.47776  -0.333
H -3.29066 -4.55919 -0.35395  0.372
H -2.01009 -3.43030 -0.80837  0.181
H -3.42163 -2.88285 0.15117  0.309
H -3.77907 -3.01675 -4.03599  0.284
H -2.41265 -3.87806 -3.36495  0.270
H 0.08320 -0.59527 -0.14951  0.187
H 0.28458 1.05956 -0.79667  -0.088
H 2.48013 0.24107 -0.79628  -0.471
H 1.95235 0.08680 -2.47530  0.238
H 1.75445 -2.25511 -2.34138  0.080
H 1.64069 -2.22698 -0.57005  0.361
H 3.91090 -2.53319 -0.39536  0.383
H 4.15561 -1.05029 -1.29631  -0.576
H 5.03723 -2.17640 -3.00435  0.163
H 3.51161 -3.07030 -3.22015  0.271
H 4.89443 -6.00960 -2.08496  0.262
H 3.29770 -5.24483 -2.16613  0.278
H 4.35627 -5.25808 -3.60589  0.282
H -0.68823 -2.91778 -6.50248  0.312
H 0.63571 -3.49219 -5.48774  0.363
H 1.01521 -2.84723 -7.07696  0.256
H 2.50820 -1.04677 -5.48569  0.281
C -0.16420 5.05712 4.82290  -0.059
O 1.20443 5.20529 4.50180  -0.347
C 2.08869 4.42443 5.29317  -0.778
C 2.73184 3.32692 4.47454  -0.186
N 1.75854 2.31467 4.09580  -0.290
C 2.23413 1.33724 3.12596  -1.080
C 2.64426 1.83190 1.74355  -0.008
O 1.57229 2.31522 0.95521  -0.266
C 1.20906 3.66476 1.18043  -0.753
H -0.71421 5.82490 4.28254  0.275
H -0.55207 4.07615 4.52508  0.274
H -0.33449 5.19735 5.89386  -0.184
H 1.56403 4.00406 6.15708  0.352
H 2.87354 5.08992 5.66355  0.401
H 3.51828 2.85470 5.07199  0.365
H 3.21408 3.80317 3.60899  0.182
H 0.93537 2.77198 3.72593  0.087
H 1.43878 0.60072 2.98629  0.441
H 3.08556 0.80451 3.56337  0.414
H 3.04829 0.97091 1.20389  0.047
H 3.44541 2.58057 1.78884  0.342
H 2.07431 4.27397 1.45628  0.346
H 0.44464 3.76399 1.95601  0.227
H 0.79216 4.04911 0.24945  0.293
C 8.78065 1.87172 -5.98067  -0.698
O 9.04500 2.52431 -4.75719  -0.347
C 8.27116 3.69444 -4.52701  -0.789
C 7.28198 3.48507 -3.40216  -0.184
N 6.23553 2.55220 -3.78940  -0.269
C 5.36087 2.12436 -2.70557  -0.821
C 5.97856 1.35678 -1.54300  -0.317
O 6.44392 0.06335 -1.87963  -0.305
C 7.74749 -0.00498 -2.42456  -0.708
H 9.54250 1.10447 -6.10669  0.240
H 7.79511 1.39238 -5.99485  0.282
H 8.83951 2.56692 -6.82400  0.347
H 7.75494 4.00059 -5.44211  0.402
H 8.96099 4.49367 -4.24287  0.407
H 6.82321 4.44735 -3.15343  0.343
H 7.84977 3.15123 -2.52198  0.189
H 6.66193 1.73674 -4.21022  0.090
H 4.58356 1.49116 -3.14188  0.398
H 4.85502 3.00766 -2.30078  0.403
H 5.18653 1.20347 -0.80361  0.084
H 6.77275 1.92366 -1.04147  0.400
H 8.39683 0.77248 -2.01229  0.345
H 7.74518 0.07824 -3.51549  0.204
H 8.15685 -0.98070 -2.16385  0.311
C -6.05056 5.79408 9.76845  -0.715
O -5.27688 6.80275 10.38246  -0.349
C -4.25845 6.32609 11.25187  -0.777
C -2.88257 6.58981 10.68182  -0.205
N -2.63129 5.76492 9.51055  -0.310
C -1.42106 6.09877 8.76978  -0.781
C -1.32518 7.48185 8.13365  -0.619
O -2.22258 7.69805 7.06100  -0.422
C -3.52960 8.08913 7.43678  -0.601
H -6.88468 6.28650 9.27187  0.240
H -5.48300 5.22803 9.02106  0.298
H -6.44741 5.09099 10.50747  0.344
H -4.39377 5.25921 11.45469  0.410
H -4.35465 6.86612 12.19768  0.394
H -2.13495 6.35512 11.44628  0.342
H -2.81394 7.66637 10.47110  0.185
H -3.42626 5.82747 8.88820  0.055
H -1.32160 5.36183 7.96907  0.417
H -0.56289 5.96048 9.43600  0.361
H -0.32413 7.57292 7.70353  0.435
H -1.41959 8.28259 8.87756  0.403
H -3.52423 8.68781 8.35176  0.296
H -4.19514 7.23262 7.57798  0.202
H -3.93388 8.69368 6.62505  0.292
C -6.19565 -10.06267 -6.28276  -0.703
O -6.68188 -10.06629 -4.95805  -0.351
C -5.68092 -9.94782 -3.95552  -0.796
C -5.76661 -8.61461 -3.24647  -0.216
N -5.37978 -7.52315 -4.12644  -0.201
C -5.63613 -6.18821 -3.59533  -0.473
C -7.07809 -5.78831 -3.31034  -0.607
O -7.87993 -5.64798 -4.46953  -0.418
C -8.45827 -6.83820 -4.96384  -0.531
H -7.02945 -10.32417 -6.93192  0.240
H -5.81154 -9.08166 -6.58472  0.292
H -5.40031 -10.80278 -6.41747  0.343
H -4.68554 -10.09118 -4.38768  0.411
H -5.85199 -10.74424 -3.22610  0.394
H -5.09010 -8.63099 -2.38584  0.352
H -6.79035 -8.51108 -2.86020  0.182
H -5.86624 -7.62518 -5.00780  0.074
H -5.23460 -5.47250 -4.31843  0.309
H -5.05536 -6.06499 -2.67566  0.291
H -7.05421 -4.80249 -2.84336  0.373
H -7.56320 -6.46028 -2.59163  0.321
H -8.69292 -7.53754 -4.15585  0.270
H -7.81440 -7.34422 -5.69001  0.160
H -9.38411 -6.56572 -5.47043  0.295

Atoms 1-6, force components in eV/Å:
0.02 0.03 0.01
-0.23 0.09 -0.01
0.27 -0.13 0.03
-0.06 -0.26 -0.01
-0.47 0.27 -0.19
-0.33 0.48 0.07